(1)
C43H27N9O7Ta | ωB97M-V with the def2-TZVPD basis set

## Properties
- Orbital gap: 4.58 eV
- Relative energy (zero: lowest compared OMol25 entry of this formula, charge and spin): 56.50 kJ/mol
- Energy: -74323.820 eV

```
! RIJCOSX wB97M-V def2-TZVPD def2/J DEFGRID3
* xyz 1 1
Ta 0.533 0.023 0.372
C -0.707 6.295 1.776
C 0.609 6.272 2.271
C 1.301 5.087 2.419
C 0.647 3.919 2.040
C 1.070 2.541 2.043
N 2.238 2.142 2.489
C 2.671 0.905 2.431
C 3.951 0.481 2.944
C 4.943 1.167 3.637
C 6.066 0.454 4.004
C 6.204 -0.910 3.690
C 5.215 -1.594 3.012
C 4.080 -0.875 2.649
C 2.862 -1.277 1.987
N 2.584 -2.515 1.655
C 1.411 -2.879 1.190
N 0.361 -2.049 0.820
C -0.732 -2.866 0.545
N -1.951 -2.493 0.251
C -2.364 -1.248 0.282
N -1.636 -0.132 0.656
C -2.485 0.955 0.555
N -2.185 2.212 0.783
C -1.010 2.579 1.232
N 0.059 1.745 1.524
C -0.651 3.943 1.537
C -1.357 5.135 1.408
C -3.788 0.522 0.106
C -4.959 1.223 -0.161
C -6.038 0.494 -0.624
C -5.957 -0.896 -0.813
C -4.796 -1.592 -0.531
C -3.713 -0.855 -0.066
C -0.336 -4.246 0.672
C -1.058 -5.426 0.526
C -0.392 -6.608 0.781
C 0.958 -6.617 1.178
C 1.670 -5.446 1.332
C 0.999 -4.256 1.068
N 2.026 -0.180 1.854
H -1.219 7.244 1.684
H 1.087 7.206 2.541
H 2.309 5.057 2.811
H 4.833 2.219 3.873
H 6.858 0.951 4.549
H 7.104 -1.432 3.990
H 5.309 -2.644 2.765
H -2.373 5.144 1.032
H -5.013 2.295 -0.019
H -6.969 1.002 -0.845
H -6.817 -1.429 -1.197
H -4.721 -2.662 -0.677
H -2.098 -5.411 0.220
H -0.919 -7.548 0.679
H 1.442 -7.565 1.373
H 2.708 -5.444 1.640
C 4.359 0.253 -1.675
C 2.901 -0.039 -2.001
C 2.697 -0.504 -3.425
O 2.394 -1.032 -1.047
C 2.089 1.217 -1.703
O 1.748 2.022 -2.512
O 1.804 1.290 -0.378
H 4.960 -0.645 -1.820
H 4.458 0.579 -0.638
H 4.733 1.041 -2.331
H 3.452 -1.244 -3.698
H 2.780 0.346 -4.099
H 1.705 -0.942 -3.550
H 2.426 -1.893 -1.481
O -0.788 -1.771 -2.653
C -0.928 -0.629 -2.336
O -0.111 -0.049 -1.405
C -2.028 0.259 -2.779
C -1.941 1.645 -2.673
C -3.031 2.432 -3.019
C -4.206 1.838 -3.451
C -4.262 0.458 -3.546
C -3.191 -0.347 -3.232
N -5.529 -0.181 -3.966
O -5.646 -1.373 -3.763
O -6.382 0.533 -4.450
H -1.016 2.109 -2.353
H -2.967 3.509 -2.941
H -5.078 2.421 -3.714
H -3.264 -1.423 -3.304
*
```

(2)
C43H30I3N4O4P2Se5TeTl | ωB97M-V with the def2-TZVPD basis set

## Properties
- Orbital gap: 5.92 eV
- Relative energy (zero: lowest compared OMol25 entry of this formula, charge and spin): 0.00 kJ/mol
- Energy: -440834.603 eV

```
! RIJCOSX wB97M-V def2-TZVPD def2/J DEFGRID3
* xyz -2 1
Tl -1.023 0.470 -1.964
Se -1.591 -0.476 -4.289
Se -1.689 -2.728 -3.714
Te -3.623 -2.693 -2.098
Se -2.490 -1.304 -0.353
Se 4.454 -4.624 -1.068
P 3.203 -3.593 0.275
C 4.206 -2.775 1.552
C 4.124 -3.023 2.915
C 4.989 -2.374 3.788
C 5.900 -1.446 3.312
C 5.962 -1.172 1.950
C 5.133 -1.847 1.073
C 2.035 -4.748 1.052
C 0.712 -4.757 0.612
C -0.182 -5.694 1.106
C 0.239 -6.630 2.041
C 1.562 -6.641 2.464
C 2.461 -5.712 1.960
C 2.184 -2.310 -0.449
C 1.362 -1.257 -0.011
N 0.823 -0.752 -1.140
N 1.255 -1.443 -2.185
N 2.067 -2.381 -1.794
P 1.068 -0.335 1.513
Se -0.762 0.696 1.742
C 1.109 -1.527 2.880
C 1.797 -1.299 4.065
C 1.610 -2.150 5.146
C 0.767 -3.246 5.035
C 0.079 -3.476 3.849
C 0.230 -2.604 2.785
C 2.505 0.767 1.644
C 3.496 0.792 0.670
C 4.540 1.703 0.766
C 4.601 2.579 1.836
C 3.602 2.571 2.802
C 2.547 1.682 2.697
H 3.378 -3.703 3.309
H 4.919 -2.575 4.850
H 6.553 -0.923 4.000
H 6.657 -0.433 1.573
H 5.198 -1.664 0.006
H 0.371 -4.024 -0.111
H -1.208 -5.681 0.760
H -0.460 -7.359 2.433
H 1.899 -7.380 3.180
H 3.501 -5.750 2.261
H 2.486 -0.469 4.144
H 2.141 -1.964 6.072
H 0.638 -3.919 5.874
H -0.585 -4.327 3.756
H -0.359 -2.732 1.884
H 3.452 0.133 -0.187
H 5.279 1.738 -0.024
H 5.409 3.298 1.901
H 3.626 3.283 3.618
H 1.727 1.718 3.404
O -0.321 4.275 -0.203
C -0.790 3.280 -0.727
O -0.122 2.270 -1.151
C -2.314 3.219 -0.877
C -3.069 4.315 -0.397
C -4.423 4.290 -0.535
C -5.043 3.170 -1.136
C -6.439 3.072 -1.336
C -6.978 1.966 -1.930
C -6.144 0.910 -2.356
C -4.790 0.984 -2.191
C -4.214 2.115 -1.573
N -2.862 2.177 -1.444
H -2.530 5.138 0.048
H -5.038 5.117 -0.198
H -7.070 3.896 -1.019
H -8.048 1.902 -2.089
H -6.575 0.034 -2.826
H -4.140 0.189 -2.533
I 1.454 1.894 -4.059
I 4.021 0.918 -3.688
I -7.257 5.407 -4.688
C -5.227 4.858 -4.601
C -4.274 5.830 -4.337
C -2.941 5.458 -4.269
C -2.562 4.132 -4.452
C -3.534 3.176 -4.715
C -4.876 3.535 -4.798
C -1.079 3.777 -4.357
O -0.280 4.700 -4.243
O -0.822 2.522 -4.403
H -4.568 6.861 -4.186
H -2.164 6.182 -4.064
H -3.235 2.143 -4.853
H -5.630 2.782 -4.985
*
```

(3)
C43H31AgF5OP2Si | ωB97M-V with the def2-TZVPD basis set

## Properties
- Orbital gap: 4.73 eV
- Relative energy (zero: lowest compared OMol25 entry of this formula, charge and spin): 9.21 kJ/mol
- Energy: -91182.235 eV

```
! RIJCOSX wB97M-V def2-TZVPD def2/J DEFGRID3
* xyz -1 1
Ag 0.568 -0.273 -0.511
C 0.444 -1.198 3.128
Si -0.532 -0.323 1.753
C -1.082 1.316 2.462
C -1.843 1.573 3.555
C -1.915 2.880 4.068
C -1.201 3.915 3.511
C -0.453 3.709 2.343
C -0.381 2.394 1.885
P 0.947 1.852 0.828
C 1.166 3.302 -0.294
C 0.694 3.222 -1.639
C 0.952 4.219 -2.563
C 1.729 5.326 -2.211
C 2.097 5.473 -0.868
C 1.870 4.439 0.060
C 2.498 1.910 1.730
C 2.613 2.621 2.948
C 3.846 2.658 3.580
C 4.948 2.079 3.018
C 4.869 1.517 1.762
C 3.667 1.477 1.057
C -1.949 -1.580 1.514
C -2.663 -2.038 2.651
C -3.639 -3.024 2.587
C -4.024 -3.491 1.298
C -3.435 -2.985 0.145
C -2.367 -2.090 0.257
P -1.614 -1.417 -1.238
C -2.600 -0.040 -1.770
C -3.690 0.443 -1.079
C -4.508 1.473 -1.561
C -4.041 2.201 -2.649
C -2.840 1.828 -3.257
C -2.138 0.733 -2.866
C -1.831 -2.698 -2.506
C -1.292 -3.968 -2.277
C -1.255 -4.890 -3.297
C -1.946 -4.648 -4.491
C -2.710 -3.493 -4.592
C -2.600 -2.503 -3.637
H -0.176 -1.156 3.999
H 1.337 -0.575 3.339
H 0.867 -2.184 2.853
H -2.346 0.738 4.077
H -2.499 3.122 4.979
H -1.089 4.846 4.044
H 0.087 4.523 1.807
H 0.107 2.332 -1.891
H 0.588 4.119 -3.622
H 2.043 6.123 -2.926
H 2.665 6.363 -0.565
H 2.332 4.519 1.036
H 1.747 3.141 3.331
H 3.889 3.068 4.602
H 5.894 2.033 3.509
H 5.751 1.093 1.260
H 3.555 1.058 0.108
H -2.300 -1.683 3.622
H -3.949 -3.431 3.581
H -4.771 -4.298 1.257
H -3.829 -3.264 -0.816
H -3.975 -0.135 -0.165
H -5.415 1.755 -0.990
H -4.697 2.966 -3.122
H -2.446 2.465 -4.082
H -1.177 0.469 -3.290
H -0.709 -4.204 -1.376
H -0.703 -5.795 -3.173
H -1.829 -5.202 -5.403
H -3.317 -3.272 -5.495
H -3.065 -1.529 -3.871
F 4.444 -5.950 -0.431
C 4.052 -4.673 -0.771
C 2.708 -4.318 -0.548
F 1.799 -5.296 -0.141
C 2.278 -3.047 -0.645
F 1.012 -2.770 -0.243
C 3.100 -1.955 -0.970
O 2.660 -0.726 -0.975
C 4.457 -2.335 -1.160
F 5.403 -1.398 -1.324
C 4.929 -3.635 -1.083
F 6.225 -3.800 -1.166
*
```

(4)
C43H31CoNO5P2S | ωB97M-V with the def2-TZVPD basis set

## Properties
- Orbital gap (spin up / spin down): 6.70 / 6.73 eV
- Relative energy (zero: lowest compared OMol25 entry of this formula, charge and spin): 18.97 kJ/mol
- Energy: -123862.697 eV

```
! RIJCOSX wB97M-V def2-TZVPD def2/J DEFGRID3
* xyz 0 2
Co -0.200 -0.750 -0.985
O -2.760 -2.734 -1.220
S -1.857 -2.029 -0.313
C -2.891 -1.044 0.780
C -3.886 -1.665 1.523
C -4.752 -0.886 2.271
C -4.631 0.500 2.260
C -3.649 1.110 1.499
C -2.770 0.340 0.742
P -1.440 1.046 -0.284
C -0.980 2.569 0.587
C -1.486 3.811 0.210
C -1.129 4.950 0.917
C -0.274 4.855 2.006
C 0.224 3.619 2.392
C -0.125 2.480 1.684
C -2.198 1.571 -1.841
C -3.430 1.084 -2.268
C -3.865 1.358 -3.557
C -3.074 2.101 -4.421
C -1.841 2.586 -4.002
C -1.407 2.321 -2.715
C -1.171 -3.240 0.814
C -1.902 -4.389 1.079
C -1.373 -5.327 1.949
C -0.126 -5.117 2.531
C 0.611 -3.987 2.218
C 0.095 -3.033 1.344
P 1.060 -1.611 0.721
C 1.522 -0.700 2.221
C 0.697 -0.707 3.343
C 0.983 0.113 4.426
C 2.093 0.945 4.395
C 2.920 0.957 3.279
C 2.636 0.141 2.195
C 2.594 -2.375 0.127
C 2.656 -2.698 -1.228
C 3.778 -3.332 -1.741
C 4.842 -3.641 -0.907
C 4.785 -3.322 0.444
C 3.665 -2.693 0.963
H -3.986 -2.742 1.517
H -5.524 -1.359 2.862
H -5.311 1.105 2.845
H -3.557 2.189 1.489
H -2.149 3.894 -0.641
H -1.515 5.913 0.611
H 0.008 5.747 2.550
H 0.893 3.538 3.238
H 0.269 1.518 1.987
H -4.043 0.480 -1.610
H -4.820 0.974 -3.891
H -3.413 2.295 -5.430
H -1.203 3.150 -4.671
H -0.441 2.697 -2.396
H -2.848 -4.552 0.578
H -1.925 -6.232 2.165
H 0.285 -5.856 3.205
H 1.602 -3.854 2.634
H -0.176 -1.348 3.373
H 0.336 0.101 5.294
H 2.315 1.583 5.241
H 3.786 1.605 3.250
H 3.285 0.157 1.328
H 1.825 -2.460 -1.883
H 3.820 -3.574 -2.795
H 5.721 -4.126 -1.310
H 5.616 -3.561 1.094
H 3.632 -2.440 2.015
O 3.584 4.316 -3.586
C 2.763 3.588 -4.162
O 2.196 3.668 -5.263
C 2.300 2.364 -3.330
C 2.391 2.393 -1.941
C 1.773 1.411 -1.199
N 1.115 0.401 -1.784
C 1.112 0.305 -3.125
C 1.687 1.268 -3.925
C 0.342 -0.884 -3.650
O 0.360 -1.184 -4.818
O -0.313 -1.523 -2.707
H 2.911 3.220 -1.475
H 1.751 1.438 -0.116
H 1.602 1.201 -5.001
*
```

(5)
C43H31CsN2O7P2S | ωB97M-V with the def2-TZVPD basis set

## Properties
- Orbital gap: 8.39 eV
- Relative energy (zero: lowest compared OMol25 entry of this formula, charge and spin): 0.00 kJ/mol
- Energy: -92363.353 eV

```
! RIJCOSX wB97M-V def2-TZVPD def2/J DEFGRID3
* xyz 0 1
Cs 1.908 2.545 2.493
O 1.769 0.917 0.217
S 0.487 0.167 -0.002
C 1.001 -1.405 -0.722
C 2.371 -1.601 -0.790
C 2.866 -2.810 -1.258
C 1.986 -3.803 -1.657
C 0.615 -3.598 -1.570
C 0.093 -2.403 -1.085
P -1.716 -2.111 -0.917
C -2.102 -3.117 0.560
C -1.132 -3.499 1.481
C -1.496 -4.116 2.672
C -2.830 -4.363 2.953
C -3.807 -3.983 2.040
C -3.446 -3.356 0.859
C -2.369 -3.112 -2.302
C -2.576 -4.490 -2.261
C -3.049 -5.162 -3.379
C -3.313 -4.467 -4.551
C -3.108 -3.096 -4.603
C -2.646 -2.423 -3.481
C -0.344 0.943 -1.395
C -0.125 0.466 -2.680
C -0.787 1.025 -3.760
C -1.677 2.062 -3.541
C -1.871 2.558 -2.260
C -1.209 2.026 -1.150
P -1.277 3.015 0.421
C -2.783 4.019 0.159
C -2.619 5.374 -0.112
C -3.724 6.188 -0.332
C -4.999 5.650 -0.275
C -5.172 4.299 0.003
C -4.071 3.488 0.220
C -1.847 1.902 1.759
C -2.454 0.663 1.577
C -2.846 -0.094 2.673
C -2.643 0.383 3.960
C -2.056 1.625 4.153
C -1.658 2.378 3.058
H 3.038 -0.813 -0.467
H 3.936 -2.964 -1.298
H 2.364 -4.747 -2.027
H -0.061 -4.384 -1.882
H -0.084 -3.318 1.274
H -0.729 -4.406 3.379
H -3.110 -4.849 3.879
H -4.852 -4.171 2.253
H -4.217 -3.045 0.162
H -2.365 -5.042 -1.354
H -3.208 -6.232 -3.335
H -3.681 -4.994 -5.422
H -3.318 -2.549 -5.513
H -2.502 -1.348 -3.516
H 0.559 -0.357 -2.837
H -0.608 0.649 -4.759
H -2.220 2.502 -4.367
H -2.552 3.386 -2.127
H -1.621 5.793 -0.152
H -3.585 7.240 -0.542
H -5.862 6.282 -0.442
H -6.169 3.879 0.053
H -4.212 2.437 0.442
H -2.607 0.279 0.575
H -3.304 -1.063 2.522
H -2.943 -0.213 4.812
H -1.907 2.007 5.155
H -1.214 3.356 3.220
O 4.451 3.673 3.178
C 4.775 2.472 3.318
O 4.206 1.605 4.012
C 5.882 1.980 2.385
C 6.873 2.840 1.928
C 7.795 2.372 1.011
C 7.745 1.098 0.477
C 6.724 0.285 0.925
C 5.815 0.686 1.889
N 6.580 -1.051 0.319
O 7.485 -1.458 -0.380
O 5.564 -1.675 0.566
N 8.865 3.278 0.542
O 9.628 2.855 -0.304
O 8.899 4.395 1.011
H 6.905 3.862 2.277
H 8.455 0.767 -0.264
H 5.046 0.016 2.244
*
```